A 6-piece molecular cluster, C27H30F40N4O8P overall in a non-equilibrium geometry, computed with ωB97M-V/def2-TZVPD.

The orbital gap is 6.91 eV. The value obtained for the strongest force on any atom is 2.6 eV/Å. Its total charge is +1. The HOMO energy comes out at -12.60 eV.

```
110
Properties=species:S:1:pos:R:3:lowdin_charge:R:1
N -7.6918 3.2972 -4.5300 0.098
C -8.2925 4.4877 -3.9688 -0.717
N -8.8957 4.1065 -2.6812 0.085
N -9.3806 4.9125 -4.8219 0.102
C -7.2346 5.6200 -3.7053 -0.187
P -6.5849 6.4315 -5.1443 0.732
O -6.3828 5.4702 -6.3469 -0.107
O -5.2404 7.1166 -4.8738 -0.244
N -4.1563 6.2518 -4.0589 0.147
O -3.5009 5.6491 -4.7516 0.218
H -6.7354 3.1146 -4.2554 0.086
H -7.8296 3.1878 -5.5230 0.076
H -8.1598 3.8233 -2.0377 0.088
H -9.2873 4.9422 -2.2477 0.086
H -9.2152 5.7298 -5.3915 0.060
H -10.2597 4.9908 -4.3322 0.096
H -7.6444 6.3941 -3.0605 0.112
H -6.3923 5.1749 -3.1744 0.098
H -7.4302 7.4678 -5.4996 0.087
H -7.1374 4.8532 -6.4472 0.095
C -0.6491 2.4442 -3.0394 -0.049
C -1.7333 3.2660 -2.3226 -0.424
C -1.5473 4.7794 -2.2143 -0.321
F -0.4707 5.0961 -1.4874 0.099
F -2.6508 5.3020 -1.6091 0.074
F -1.9786 2.7537 -1.1050 0.148
F -2.8854 3.1176 -3.0701 0.066
O 0.2803 1.7595 -2.2327 0.038
C 1.4488 2.3971 -1.8378 -0.527
C 1.5718 2.4744 -0.3164 -0.279
F 0.5274 3.1641 0.1938 0.100
F 2.7105 3.1361 -0.0175 0.110
F 1.5341 3.6138 -2.4213 0.140
F 2.4773 1.6676 -2.2998 0.161
H -1.2022 1.6480 -3.5359 0.150
H -0.1659 3.0166 -3.8299 0.150
H -1.4535 5.2349 -3.2039 0.154
H 1.5951 1.4734 0.1140 0.152
C -0.5469 -2.2631 1.3066 -0.040
C 0.3656 -1.2924 0.5464 -0.434
C 0.9736 -1.7613 -0.7763 -0.293
F 1.7941 -2.8127 -0.5961 0.109
F 1.7021 -0.7389 -1.2896 0.092
F 1.3454 -0.8376 1.3586 0.135
F -0.4144 -0.2182 0.2135 0.095
O 0.0240 -2.9609 2.3896 0.060
C 0.6358 -4.1694 2.2325 -0.541
C 2.0997 -4.1217 2.6722 -0.265
F 2.7932 -3.2421 1.9288 0.112
F 2.6309 -5.3597 2.4851 0.079
F 0.5145 -4.6501 0.9780 0.151
F 0.0265 -5.0547 3.0570 0.141
H -1.2975 -1.6258 1.7700 0.151
H -1.0817 -2.9265 0.6273 0.150
H 0.1957 -2.0332 -1.4949 0.177
H 2.1813 -3.8444 3.7245 0.182
C 7.2599 -4.5857 4.7825 -0.043
C 7.2811 -5.3374 6.1206 -0.442
C 8.2417 -6.5204 6.2621 -0.307
F 7.9227 -7.5046 5.3973 0.098
F 8.1362 -7.0067 7.5185 0.102
F 6.0297 -5.7185 6.4544 0.136
F 7.6976 -4.4295 7.0514 0.101
O 6.2135 -4.8937 3.8865 0.049
C 6.3238 -5.8754 2.9431 -0.543
C 5.2551 -6.9506 3.1440 -0.282
F 5.3999 -7.5441 4.3477 0.102
F 5.3946 -7.9004 2.1864 0.097
F 7.5601 -6.4070 2.8888 0.155
F 6.0739 -5.3098 1.7376 0.144
H 7.0725 -3.5501 5.0585 0.148
H 8.2340 -4.6031 4.2944 0.148
H 9.2741 -6.2024 6.0923 0.174
H 4.2612 -6.5158 3.0791 0.145
C 0.1898 9.2283 0.0180 -0.044
C 0.0094 8.4728 -1.3077 -0.430
C 1.1734 7.5918 -1.7774 -0.299
F 2.2598 8.3441 -2.0214 0.110
F 0.8251 6.9844 -2.9457 0.078
F -0.3409 9.3316 -2.2903 0.133
F -1.0554 7.6353 -1.1167 0.084
O 0.5441 10.5892 -0.0547 0.052
C 1.8474 11.0081 -0.0745 -0.544
C 2.1531 11.8006 -1.3496 -0.285
F 1.9587 11.0246 -2.4368 0.098
F 3.4458 12.1868 -1.3194 0.107
F 2.7166 9.9944 0.0995 0.154
F 2.0143 11.8651 0.9573 0.149
H -0.8058 9.2414 0.4572 0.149
H 0.8241 8.6749 0.7106 0.151
H 1.4145 6.8228 -1.0398 0.171
H 1.5064 12.6780 -1.4100 0.176
C -0.0696 -8.4465 2.1312 -0.043
C 0.1142 -9.3403 3.3651 -0.438
C 1.1065 -10.5016 3.2695 -0.305
F 0.7115 -11.3942 2.3390 0.099
F 1.1477 -11.1252 4.4676 0.102
F -1.0848 -9.7949 3.7863 0.138
F 0.6113 -8.5252 4.3426 0.101
O -1.2021 -8.6820 1.3210 0.053
C -1.1851 -9.5593 0.2771 -0.546
C -2.2200 -10.6728 0.4677 -0.288
F -1.9451 -11.3794 1.5798 0.106
F -2.1624 -11.5024 -0.5991 0.100
F 0.0409 -10.0608 0.0383 0.155
F -1.5625 -8.8754 -0.8337 0.134
H -0.2445 -7.4547 2.5407 0.128
H 0.8460 -8.3769 1.5433 0.150
H 2.1086 -10.1363 3.0269 0.173
H -3.2213 -10.2445 0.5467 0.175
```